{"formula": "C31H47Cl2NO4OsP2SSi", "method": "ωB97M-V with the def2-TZVPD basis set", "elements": ["Os", "Cl", "Cl", "S", "P", "P", "Si", "O", "O", "O", "O", "N", "C", "C", "C", "C", "C", "C", "C", "C", "C", "C", "C", "C", "C", "C", "C", "C", "C", "C", "C", "C", "C", "C", "C", "C", "C", "C", "C", "C", "C", "C", "C", "H", "H", "H", "H", "H", "H", "H", "H", "H", "H", "H", "H", "H", "H", "H", "H", "H", "H", "H", "H", "H", "H", "H", "H", "H", "H", "H", "H", "H", "H", "H", "H", "H", "H", "H", "H", "H", "H", "H", "H", "H", "H", "H", "H", "H", "H", "H"], "xyz": [[0.43495, -0.45722, -1.10207], [0.11159, -4.80200, 1.42823], [-3.83995, -6.12972, -1.89129], [-1.46997, 0.54968, -0.30637], [2.32159, -1.21452, -2.39967], [1.08589, 1.61155, -1.97778], [-0.69650, 0.94911, 1.71452], [-1.65109, 0.28472, 2.80566], [-0.54456, 2.54082, 1.84702], [0.26039, -2.41244, -0.24622], [0.79692, 0.28942, 1.60021], [-1.16192, -1.79873, -2.44973], [-0.84519, -4.46373, 0.07113], [-0.60906, -3.23383, -0.63201], [-2.77309, -1.01614, 4.43612], [-2.83369, 3.32177, 2.20037], [3.01609, -0.41536, 1.92875], [-3.21760, -3.46758, -3.31499], [3.82645, -0.08109, -4.47591], [4.26009, 0.98632, -5.24371], [-1.43223, -2.94742, -1.80466], [1.81970, 2.69500, -0.73188], [-0.19053, 2.61763, -2.78191], [3.81245, -1.70935, -1.49514], [-1.83750, -5.33521, -0.33692], [-1.90040, -1.47908, -3.49794], [-2.16856, -1.99633, 2.20480], [-2.65220, -0.75576, 2.94322], [-1.01058, 4.80105, 1.33123], [2.79683, 2.46494, -4.03409], [2.34906, 1.39368, -3.26287], [-1.35717, 3.66983, 2.28401], [1.27674, -1.00222, 3.61316], [-2.94348, -2.28681, -3.96214], [1.78277, 0.06685, 2.65994], [-2.44477, -3.82454, -2.19894], [1.97439, -2.64145, -3.45983], [3.74832, 2.26001, -5.01938], [-0.94524, 3.99153, 3.70885], [2.04376, 1.38045, 3.37794], [2.86970, 0.12159, -3.48354], [-2.62993, -5.03594, -1.43697], [-3.96166, -0.24953, 2.36503], [-3.52146, -1.97513, -4.82003], [-0.42118, 2.19789, -3.76095], [4.24061, -1.06529, -4.65494], [-2.88175, -2.80889, 2.34496], [-1.09323, 2.63330, -2.17162], [2.14875, 3.62799, -1.19043], [4.59276, -1.97128, -2.21063], [2.88397, -2.96499, -3.96579], [-3.43084, 4.19927, 2.44468], [-1.25208, 4.52199, 0.30438], [1.07940, -1.92972, 3.07230], [-1.58082, 5.69406, 1.58303], [-1.84327, -1.41615, 4.83838], [2.03068, -1.20165, 4.37414], [2.87193, 1.26152, 4.07641], [-2.00313, -6.25297, 0.20867], [-3.10150, 3.00203, 1.19098], [-3.00974, -0.09126, 4.96042], [0.16653, 3.63964, -2.91043], [3.60819, -2.56800, -0.85762], [2.29959, 2.16420, 2.66479], [0.11942, 4.21711, 3.76001], [3.79242, -0.70502, 2.63669], [4.99862, 0.82800, -6.01661], [2.76550, -1.28497, 1.31764], [1.08139, 2.90307, 0.04619], [3.41270, 0.37700, 1.29409], [-4.01487, -4.11418, -3.65274], [4.15738, -0.88321, -0.87934], [-1.19954, -2.31506, 2.58507], [1.60725, -3.46905, -2.85198], [1.17157, 1.70433, 3.94575], [-2.08406, -1.79378, 1.13240], [2.40484, 3.46104, -3.87457], [-1.16099, 3.15052, 4.36895], [1.22157, -2.37826, -4.20183], [0.04991, 5.04620, 1.39487], [-3.85807, 0.00976, 1.30883], [-4.30820, 0.62781, 2.90742], [4.08886, 3.09194, -5.61949], [-4.72306, -1.02392, 2.45181], [0.36547, -0.68546, 4.11616], [-1.65912, -0.54724, -3.99305], [-3.56960, -1.73382, 4.62990], [-1.49861, 4.85670, 4.07210], [2.67338, 2.19319, -0.27523], [-3.08838, 2.53079, 2.90205]], "forces_ev_per_a": [[-0.3, 0.3, -0.1], [0.0, 0.0, 0.0], [0.0, 0.0, 0.0], [0.1, 0.0, 0.1], [0.2, 0.0, 0.0], [0.0, 0.0, 0.0], [0.1, 0.1, -0.2], [-0.1, 0.1, 0.2], [0.1, -0.1, 0.0], [0.1, -0.1, 0.1], [-0.2, -0.1, 0.0], [0.1, -0.1, 0.1], [0.0, 0.1, -0.1], [-0.1, 0.0, 0.0], [0.0, 0.0, -0.1], [0.0, 0.0, 0.0], [0.1, 0.0, 0.0], [0.0, 0.1, 0.0], [0.0, 0.0, 0.0], [0.0, 0.0, 0.0], [0.1, 0.0, 0.1], [0.0, 0.0, 0.1], [-0.1, 0.0, 0.0], [0.0, 0.0, 0.0], [0.0, 0.1, -0.1], [0.0, 0.0, 0.0], [-0.1, 0.0, 0.0], [0.1, 0.0, 0.0], [0.0, 0.0, 0.0], [0.0, 0.0, 0.0], [0.0, 0.1, 0.0], [0.0, 0.0, -0.1], [0.0, 0.0, 0.0], [0.0, 0.0, 0.0], [0.0, 0.1, 0.0], [0.0, -0.1, 0.0], [-0.1, 0.0, 0.0], [0.0, -0.1, 0.0], [0.0, 0.0, 0.0], [0.0, 0.0, 0.0], [0.0, 0.0, 0.0], [0.1, 0.0, 0.0], [0.0, 0.0, 0.0], [0.0, 0.0, 0.0], [0.0, 0.0, 0.0], [0.0, 0.0, 0.0], [0.0, 0.0, 0.0], [0.1, 0.0, 0.0], [0.0, 0.0, 0.0], [0.0, 0.0, 0.0], [0.0, 0.0, 0.0], [0.0, 0.0, 0.0], [0.0, 0.0, 0.0], [0.0, 0.0, 0.0], [0.0, 0.0, 0.0], [0.0, 0.0, 0.0], [0.0, 0.0, 0.0], [0.0, 0.0, 0.0], [0.0, 0.0, 0.0], [0.0, 0.0, 0.0], [0.0, 0.0, 0.0], [0.0, 0.0, 0.0], [0.0, 0.0, 0.0], [0.0, 0.0, 0.0], [0.0, 0.0, 0.0], [0.0, 0.0, 0.0], [0.0, 0.0, 0.0], [0.0, 0.0, 0.0], [0.0, 0.0, 0.0], [0.0, 0.0, -0.1], [0.0, 0.0, 0.0], [0.0, 0.1, 0.1], [0.1, 0.0, 0.0], [0.0, 0.0, 0.0], [0.0, 0.0, 0.0], [0.0, 0.0, 0.0], [0.0, 0.0, 0.0], [0.0, 0.0, 0.0], [0.0, 0.0, 0.0], [0.0, 0.0, 0.0], [0.0, 0.0, 0.0], [0.0, 0.0, 0.0], [0.0, 0.0, 0.0], [0.0, 0.0, 0.0], [0.0, 0.0, 0.0], [0.0, 0.0, 0.0], [0.0, 0.0, 0.0], [0.0, 0.0, 0.0], [0.0, 0.0, 0.0], [0.0, 0.0, 0.0]], "multiplicity": 5, "gap_ha": [0.2831, 0.2153], "charge": 2}